Record 1
Molecular formula: C3HO4
Method: DFT, the ωB97M-V functional and the def2-TZVPD basis

As for the maximum force: 2.9 eV/A. The relative energy (zero: lowest compared OMol25 entry of this formula, charge and spin) is 1.939 eV. The calculation puts the LUMO energy at 0.137 Ha. For the total energy, the calculation gives -11316.1703 eV. Its HOMO-LUMO gap is 6.86 eV. The net charge is -1.

Each line ends with the Löwdin charge.
Geometry (Å):
C  2.03904  0.40637  -0.43476  -0.4892
C  -1.55341  -0.50549  -0.13273  -0.6616
C  -0.49712  0.13513  0.45576  -0.0322
O  -1.38292  -1.02246  1.14477  -0.1051
O  1.63146  1.29250  -1.05596  0.1440
O  -2.13356  -0.87134  -1.11880  0.0224
O  2.71987  -0.37560  0.14234  0.1171
H  -0.82337  0.94090  0.99939  0.0046

Record 2
Molecular formula: C3HO6S
Method: DFT, the ωB97M-V functional and the def2-TZVPD basis

As for the maximum force: 2.9 eV/A. The relative energy (zero: lowest compared OMol25 entry of this formula, charge and spin) is 0.309 eV. The calculation puts the LUMO energy at 0.131 Ha. For the total energy, the calculation gives -26247.5514 eV. Its HOMO-LUMO gap is 9.35 eV. The net charge is -1.

Each line ends with the Löwdin charge.
Geometry (Å):
C  -1.30379  -0.23478  0.48454  -0.5159
C  1.32144  -0.13799  1.22250  -0.5385
C  0.30421  -0.72742  0.44761  -0.0291
O  2.04439  0.74622  1.44204  0.1575
O  -2.06082  -0.68240  1.31628  0.0732
O  0.71539  -1.13617  1.89485  0.0724
O  -0.20607  2.19975  -2.33804  -0.4699
O  -1.52487  0.71032  -0.38065  -0.2007
O  0.50309  -0.11476  -1.76666  -0.4947
S  -0.59908  0.80873  -2.10108  0.8173
H  0.80610  -1.43149  -0.22137  0.1284

Record 3
Molecular formula: C3HoO4
Method: DFT, the ωB97M-V functional and the def2-TZVPD basis

As for the maximum force: 7.3 eV/A. The calculation puts the LUMO energy (alpha / beta) at -0.202 / -0.199 Ha. Its spin multiplicity is 5. For the total energy, the calculation gives -37085.0734 eV. Its HOMO-LUMO gap (alpha / beta) is 7.34 / 6.24 eV. The net charge is +1.

Each line ends with the Löwdin spin population.
Geometry (Å):
C  -3.47796  -0.43018  0.48579  0.4531
C  -2.35873  0.23816  0.43472  0.0117
O  -2.94701  -1.36832  -0.46366  0.5534
O  -1.93336  1.36904  -0.20420  -0.0456
O  2.41004  0.00453  -0.04587  -0.0168
C  3.57499  -0.06287  -0.01147  -0.0021
O  4.71424  -0.15341  0.05228  -0.0007
Ho  0.01780  0.40305  -0.24761  3.0470

Record 4
Molecular formula: C3IrLiO6
Method: DFT, the ωB97M-V functional and the def2-TZVPD basis

As for the maximum force: 7.3 eV/A. The relative energy (zero: lowest compared OMol25 entry of this formula, charge and spin) is 3.094 eV. The calculation puts the LUMO energy (alpha / beta) at -0.232 / -0.293 Ha. Its spin multiplicity is 6. For the total energy, the calculation gives -18423.9119 eV. Its HOMO-LUMO gap (alpha / beta) is 7.71 / 5.98 eV. The net charge is +1.

Each line ends with the Löwdin spin population.
Geometry (Å):
O  0.40973  1.97314  0.44651  0.3246
C  0.50923  1.28598  -0.60820  0.6180
O  1.12260  0.11905  -0.19313  0.3296
C  2.53940  -0.73108  -0.60834  0.0124
O  3.45607  -0.01062  -0.91215  0.0287
O  2.33320  -1.88648  -0.31530  0.0201
Ir  0.27592  0.30823  1.54578  2.5749
C  -2.11526  0.23745  -0.28275  0.5297
O  -3.28294  0.21461  -0.64760  0.2357
O  -1.75781  -0.18578  0.86344  0.2969
Li  -3.49013  -1.32449  0.71173  0.0294

Record 5
Molecular formula: C3KLiO6
Method: DFT, the ωB97M-V functional and the def2-TZVPD basis

As for the maximum force: 3.9 eV/A. The relative energy (zero: lowest compared OMol25 entry of this formula, charge and spin) is 2.070 eV. The calculation puts the LUMO energy (alpha / beta) at 0.052 / 0.050 Ha. Its spin multiplicity is 2. For the total energy, the calculation gives -31926.9966 eV. Its HOMO-LUMO gap (alpha / beta) is 3.59 / 4.61 eV. The net charge is -1.

Each line ends with the Löwdin spin population.
Geometry (Å):
O  1.39576  0.14242  -1.38558  0.0319
C  0.71054  -0.04135  -0.35724  0.1124
O  -0.47529  -0.77560  -0.70499  0.0258
C  -1.73787  -0.14928  -0.65557  0.0022
O  -1.94953  0.63722  0.28285  0.0050
O  -2.44095  -0.39601  -1.64837  0.0011
K  0.14223  -1.15470  -3.25467  0.0039
C  1.71284  -0.07052  1.65148  0.4732
O  1.93872  1.16537  1.84682  0.1570
O  0.80496  -0.56376  2.38899  0.1526
Li  -0.10142  1.20621  1.83629  0.0349

Record 6
Molecular formula: C3Li2O3Rh
Method: DFT, the ωB97M-V functional and the def2-TZVPD basis

As for the maximum force: 5.3 eV/A. The calculation puts the LUMO energy (alpha / beta) at -0.279 / -0.440 Ha. Its spin multiplicity is 6. For the total energy, the calculation gives -12648.1085 eV. Its HOMO-LUMO gap (alpha / beta) is 7.06 / 6.83 eV. The net charge is +2.

Each line ends with the Löwdin spin population.
Geometry (Å):
O  1.02317  1.03929  -2.18655  0.0178
C  1.31747  0.25699  -1.38392  0.0299
O  1.64510  -0.64617  -0.72535  0.1572
Rh  1.15753  -1.85001  1.11293  3.3967
Li  -0.94668  2.17298  -1.65547  0.0084
C  -1.07329  1.15310  0.03876  0.4894
C  -0.85832  0.11783  0.68920  0.4259
O  -0.48923  -0.86988  1.45148  0.3999
Li  -1.77574  -1.37414  2.65893  0.0746

Record 7
Molecular formula: C3N2S
Method: DFT, the ωB97M-V functional and the def2-TZVPD basis

Its SMILES is N#CC(=S)C#N. As for the maximum force: 1.5 eV/A. The relative energy (zero: lowest compared OMol25 entry of this formula, charge and spin) is 0.052 eV. The calculation puts the LUMO energy at -0.106 Ha. For the total energy, the calculation gives -16924.1128 eV. Its HOMO-LUMO gap is 7.85 eV.

Each line ends with the Löwdin charge.
Geometry (Å):
N  -0.58365  2.44840  -0.25809  0.1998
C  -0.24715  1.36667  -0.06236  -0.2592
C  -0.00822  -0.04731  0.03644  -0.7669
S  -1.10480  -1.09935  -0.53685  0.8807
C  1.23730  -0.41883  0.60344  -0.2642
N  2.26725  -0.70749  0.99016  0.2098

Record 8
Molecular formula: C3N3O8
Method: DFT, the ωB97M-V functional and the def2-TZVPD basis

As for the maximum force: 4.6 eV/A. The relative energy (zero: lowest compared OMol25 entry of this formula, charge and spin) is 0.820 eV. The calculation puts the LUMO energy at 0.114 Ha. For the total energy, the calculation gives -23953.4334 eV. Its HOMO-LUMO gap is 8.57 eV. The net charge is -1.

Each line ends with the Löwdin charge.
Geometry (Å):
C  -0.44890  -0.83267  -1.74750  0.0972
C  -0.08136  -0.09490  -0.67142  -0.0870
C  0.36734  1.90846  2.91231  -0.4983
N  -0.78356  -2.06247  -2.04941  -0.5042
N  0.14605  -0.70062  0.61311  -0.3794
N  0.32773  1.35804  -0.79215  -0.3711
O  -0.70942  1.52383  2.90548  0.2022
O  0.22207  -2.70353  -2.45664  -0.0160
O  -0.50067  -1.67751  0.78591  0.1090
O  0.61589  1.73112  -1.88443  0.0844
O  1.45994  2.24391  3.00516  0.2028
O  -1.92919  -2.44787  -2.14210  0.0276
O  1.01819  -0.25904  1.31589  0.0676
O  0.29590  2.01323  0.20578  0.0652